Entry 1:
ORCA calculation (ωB97M-V/def2-TZVPD) on a cluster of 2 separate species, C5H11NO in total.

Geometry as XYZ:
```
18
Properties=species:S:1:pos:R:3:forces:R:3
C 2.143260 1.393025 0.606104 -0.238 1.821 -0.059
N -0.920990 1.196580 0.601409 -2.488 -0.975 -1.606
C -0.069968 0.058991 0.732937 2.395 -0.127 -0.717
C 1.303494 0.202753 0.891607 -1.303 -1.522 -1.005
C -1.684003 -1.857849 0.027178 0.852 -0.008 -1.239
C -0.621868 -1.385449 0.751668 -1.736 3.490 -1.352
H 2.728510 1.845653 1.464225 -0.224 -1.002 -1.002
H 2.711661 1.336269 -0.360768 0.088 -0.464 1.186
H 1.472479 2.210426 0.347210 -0.219 0.323 0.109
H -0.570424 2.120770 0.235238 -0.183 -1.948 0.524
H -1.897459 0.946474 0.163150 2.686 0.681 1.278
H 1.825839 -0.755603 0.890049 -0.029 0.146 0.419
H -1.412271 -1.968805 -1.054987 -1.754 1.613 0.246
H -2.407947 -2.555429 0.445359 0.973 -0.884 -0.157
H -0.153466 -2.141634 1.246446 1.149 -1.167 3.313
H 0.418663 -0.261705 -1.990239 -0.256 0.350 -0.901
H -0.983360 0.066568 -2.171983 -2.223 0.225 0.940
O -0.213847 0.039017 -2.685064 2.509 -0.550 0.023
```
Forces are in eV/Å.

Results
SMILES = C=C/C(N)=C/C.O
HOMO-LUMO gap = 0.27450 Ha
Lowest unoccupied orbital energy = -0.28 eV
Energy above the lowest of the compared OMol25 structures with the same formula, charge and spin = 465.7 kJ/mol
Highest occupied orbital energy = -7.747 eV

Atomic charges from the natural (NBO) analysis, expressed in e, are listed below: C -0.66; N -0.85; C 0.12; C -0.25; C -0.51; C -0.13; H 0.23; H 0.23; H 0.20; H 0.40; H 0.39; H 0.19; H 0.22; H 0.20; H 0.21; H 0.47; H 0.46; O -0.93

Entry 2:
ORCA calculation (ωB97M-V/def2-TZVPD) on a cluster of 2 separate species, C5H11NO in total.

Geometry as XYZ:
```
18
Properties=species:S:1:pos:R:3:forces:R:3
N -0.619224 0.397840 -3.098485 -0.191 0.609 0.512
C 0.639672 -0.286216 -2.776512 1.354 0.100 0.520
C -0.670033 -0.905335 1.925461 -0.263 -0.069 -0.282
C -0.122674 -1.361331 0.802619 -0.064 -0.103 0.020
C 0.314603 -0.523867 -0.307838 0.104 -0.508 0.148
C 0.536194 -1.088155 -1.502993 0.290 0.796 0.439
H -0.402893 1.347300 -3.408800 0.094 -0.414 -0.514
H -1.025477 0.630349 -2.188063 -0.248 -0.482 -0.233
H 1.048838 -0.942356 -3.553127 -0.617 0.225 -0.268
H 1.422780 0.472787 -2.615912 0.064 -0.164 0.007
H -0.841007 0.151458 2.046490 0.244 0.282 0.223
H -1.105733 -1.558345 2.667654 0.112 -0.100 0.026
H -0.135047 -2.421201 0.568353 0.195 -0.132 0.295
H 0.441113 0.531570 -0.085143 -0.467 0.201 -0.403
H 0.740763 -2.150632 -1.474452 -0.600 -0.232 -0.478
H 0.494379 3.044010 4.654059 -0.322 -0.267 0.029
H -0.697691 2.061785 4.378738 0.093 0.079 0.317
O -0.018564 2.600339 3.967951 0.221 0.178 -0.357
```
Forces are in eV/Å.

Results
SMILES = C=C/C=C/CN.O
HOMO-LUMO gap = 0.34327 Ha
Lowest unoccupied orbital energy = 0.83 eV
Energy above the lowest of the compared OMol25 structures with the same formula, charge and spin = 246.5 kJ/mol
Highest occupied orbital energy = -8.509 eV

Atomic charges from the natural (NBO) analysis, expressed in e, are listed below: N -0.81; C -0.26; C -0.39; C -0.21; C -0.23; C -0.16; H 0.35; H 0.35; H 0.19; H 0.18; H 0.19; H 0.20; H 0.20; H 0.20; H 0.20; H 0.47; H 0.47; O -0.95

Entry 3:
ORCA calculation (ωB97M-V/def2-TZVPD) on the molecule C5H11NO.

Geometry as XYZ:
```
18
Properties=species:S:1:pos:R:3:forces:R:3
C 1.104371 1.411294 -1.127692 -0.003 -0.002 0.064
C 0.650755 -0.003081 -1.472654 0.016 0.000 -0.095
N -0.042236 -0.719041 -0.371611 -0.215 -0.129 0.071
C 0.300064 -1.964972 -0.014169 0.132 -0.049 0.033
C -1.119385 -0.174701 0.214738 0.004 0.191 -0.087
C -1.266232 -0.135325 1.701974 -0.221 -0.427 -0.080
O -0.912582 1.158997 2.200672 0.245 0.108 0.032
H 1.421967 1.927008 -2.041224 -0.044 -0.123 0.156
H 1.952284 1.409762 -0.434279 -0.139 -0.053 -0.054
H 0.291825 1.992225 -0.681166 0.101 -0.112 -0.079
H -0.061223 0.026045 -2.305617 0.094 -0.038 0.097
H 1.488697 -0.633581 -1.784176 -0.148 0.035 0.084
H -0.502644 -2.631976 0.258449 0.141 0.117 0.286
H 1.335210 -2.269355 0.062790 0.007 0.089 -0.333
H -1.707760 0.518541 -0.376664 0.207 0.202 0.057
H -2.299250 -0.281740 2.029039 0.123 -0.040 -0.060
H -0.651420 -0.915955 2.173569 -0.079 0.122 -0.158
H 0.017558 1.285855 1.968019 -0.222 0.109 0.068
```
Forces are in eV/Å.

Results
HOMO-LUMO gap (alpha / beta) = 0.27996 / 0.28007 Ha
Lowest unoccupied orbital energy (alpha / beta) = 0.65 / 0.65 eV
Energy above the lowest of the compared OMol25 structures with the same formula, charge and spin = 356.9 kJ/mol
Highest occupied orbital energy (alpha / beta) = -6.968 / -6.968 eV

Atomic charges from the natural (NBO) analysis, expressed in e, are listed below: C -0.63; C -0.22; N -0.27; C -0.34; C -0.16; C -0.12; O -0.72; H 0.22; H 0.21; H 0.23; H 0.21; H 0.21; H 0.20; H 0.18; H 0.18; H 0.19; H 0.18; H 0.46

Entry 4:
ORCA calculation (ωB97M-V/def2-TZVPD) on the ion C5H11NO with charge +1.

Geometry as XYZ:
```
18
Properties=species:S:1:pos:R:3:forces:R:3
O -1.012864 -1.442806 2.824711 0.832 0.317 0.411
C -1.004672 -0.595997 1.993522 -1.424 -0.591 -0.869
C 0.054354 -0.471389 0.857416 0.972 -0.985 0.581
C 0.154794 1.008695 0.306166 0.283 -1.019 -0.571
C 0.553711 0.991218 -1.159925 0.330 -1.587 -0.744
C -0.498043 0.357823 -2.067228 -0.313 0.842 -0.945
N 1.239538 -1.150902 1.260421 -1.406 -0.060 0.080
H -1.939904 -0.056103 1.731431 0.324 0.426 0.235
H -0.334724 -1.117754 0.063976 -0.254 0.407 -0.454
H -0.899257 1.262448 0.372809 0.067 0.933 0.361
H 0.877073 1.524306 0.931531 -0.447 0.438 0.208
H 1.420272 0.338449 -1.337309 0.303 0.345 0.500
H 0.865357 1.950315 -1.562437 -0.235 0.352 0.359
H -0.707735 -0.702633 -1.935996 -0.002 -0.009 0.357
H -0.188721 0.443267 -3.109459 0.369 -0.127 0.015
H -1.420367 0.928805 -2.093827 -0.408 -0.075 0.456
H 1.565079 -1.906471 0.662919 0.491 0.215 -0.029
H 1.276109 -1.361271 2.261281 0.518 0.178 0.050
```
Forces are in eV/Å.

Results
HOMO-LUMO gap (alpha / beta) = 0.41104 / 0.23666 Ha
Spin multiplicity = 2
Lowest unoccupied orbital energy (alpha / beta) = -4.15 / -8.82 eV
Energy above the lowest of the compared OMol25 structures with the same formula, charge and spin = 218.3 kJ/mol
Total charge = +1
Highest occupied orbital energy (alpha / beta) = -15.331 / -15.263 eV

Atomic charges from the natural (NBO) analysis, expressed in e, are listed below: O -0.42; C 0.43; C -0.21; C -0.34; C -0.42; C -0.63; N -0.32; H 0.17; H 0.28; H 0.24; H 0.25; H 0.21; H 0.26; H 0.20; H 0.25; H 0.22; H 0.42; H 0.42

Entry 5:
ORCA calculation (ωB97M-V/def2-TZVPD) on a cluster of 3 separate species, C5H11NO2 in total.

Geometry as XYZ:
```
19
Properties=species:S:1:pos:R:3:forces:R:3
C 0.447440 -1.828275 -1.626279 -0.392 -0.144 -0.950
C 0.004103 -0.475917 -1.445953 -0.935 0.249 1.704
N 0.082115 -0.141072 -0.111744 0.904 -0.207 0.302
C 0.858072 0.969406 1.822368 -1.114 1.223 0.849
C 0.353296 1.101904 0.421687 -0.335 0.623 -0.161
C 0.239113 2.290651 -0.214220 1.589 0.039 0.419
O -0.421634 -1.533486 2.359308 0.199 -0.092 -0.437
O -0.473480 0.286596 -2.270111 0.574 0.045 -1.130
H -4.219238 -0.709905 0.615469 0.113 -0.173 -0.078
H 0.461933 -2.501024 -0.783719 0.195 -0.079 -0.015
H 0.537325 -2.149804 -2.652357 0.135 -0.357 0.019
H 0.092983 -0.898735 0.599196 -0.182 -0.029 0.217
H 0.798144 1.933427 2.359412 0.058 -0.182 -0.379
H 0.212875 0.265366 2.352732 0.393 -0.404 0.198
H 1.900515 0.675589 1.833733 0.145 -0.381 -0.099
H -3.759125 -1.263646 0.412886 -0.100 0.180 0.085
H 0.568148 3.156581 0.359318 -0.078 -0.128 0.081
H 0.446712 2.391436 -1.262903 -1.120 -0.126 -0.560
H -0.983242 -2.267524 2.620797 -0.046 -0.059 -0.065
```
Forces are in eV/Å.

Results
HOMO-LUMO gap (alpha / beta) = 0.27548 / 0.21396 Ha
Spin multiplicity = 2
Lowest unoccupied orbital energy (alpha / beta) = 3.89 / 2.23 eV
Energy above the lowest of the compared OMol25 structures with the same formula, charge and spin = 196.5 kJ/mol
Total charge = -1
Highest occupied orbital energy (alpha / beta) = -3.603 / -3.596 eV

Atomic charges from the natural (NBO) analysis, expressed in e, are listed below: C -0.33; C 0.56; N -0.63; C -0.68; C 0.24; C -0.54; O -1.35; O -0.62; H -0.02; H 0.20; H 0.17; H 0.48; H 0.19; H 0.32; H 0.20; H 0.02; H 0.17; H 0.21; H 0.41

Entry 6:
ORCA calculation (ωB97M-V/def2-TZVPD) on the ion C5H11NO2 with charge -2.

Geometry as XYZ:
```
19
Properties=species:S:1:pos:R:3:forces:R:3
C 1.421767 1.107003 1.430643 1.727 1.315 -1.816
O 2.722604 0.822464 1.426244 2.372 -0.382 0.298
C 0.882617 0.658568 0.025448 2.398 1.676 -0.473
C -0.566207 0.397825 -0.171793 -1.769 0.325 0.273
C -0.857335 -1.093488 -0.579696 -2.089 1.588 -1.573
C -2.403682 -1.375949 -0.556256 0.203 0.227 1.332
O -2.791900 -2.640043 -0.656513 -0.106 -1.013 -0.431
N 1.507099 1.761142 -0.942920 -1.491 -1.806 0.219
H 1.073684 0.785250 2.377004 -2.074 -0.835 0.975
H 1.359339 2.253931 1.413890 -1.024 -0.139 0.279
H 1.578450 -0.159848 -0.202077 -0.804 -0.382 0.134
H -1.080829 0.639822 0.864539 0.633 -0.668 -1.894
H -1.036331 1.161965 -0.918247 0.751 -1.443 1.086
H -0.669809 -1.350608 -1.637693 0.576 0.734 0.017
H -0.292205 -1.835061 -0.085213 0.512 -0.605 1.388
H -2.832911 -0.697400 -1.320746 -0.028 0.349 -0.605
H -2.787636 -0.896413 0.387722 0.094 0.149 0.295
H 2.508666 1.560074 -0.929911 -0.355 0.345 0.537
H 1.321307 2.587183 -0.396740 0.471 0.565 -0.039
```
Forces are in eV/Å.

Results
SMILES = N[C@@H](C[O-])CCC[O-]
HOMO-LUMO gap = 0.24389 Ha
Lowest unoccupied orbital energy = 7.15 eV
Energy above the lowest of the compared OMol25 structures with the same formula, charge and spin = 147.9 kJ/mol
Total charge = -2
Highest occupied orbital energy = 0.518 eV

Atomic charges from the natural (NBO) analysis, expressed in e, are listed below: C -0.04; O -1.00; C -0.10; C -0.42; C -0.43; C 0.02; O -0.98; N -0.89; H 0.12; H 0.03; H 0.20; H 0.18; H 0.19; H 0.17; H 0.19; H 0.05; H 0.04; H 0.36; H 0.33

Entry 7:
ORCA calculation (ωB97M-V/def2-TZVPD) on a cluster of 3 separate species, C5H11NO2 in total.

Geometry as XYZ:
```
19
Properties=species:S:1:pos:R:3:forces:R:3
C -0.356987 1.498661 -0.640119 1.141 0.076 -0.525
C -0.001921 0.019577 -0.555923 -0.470 0.692 -0.139
N 0.599709 -0.488687 0.618548 -1.982 0.385 0.553
C 3.296778 -0.540260 1.431622 0.218 -0.062 0.515
C -0.812655 -0.793579 0.313744 2.081 -1.543 0.395
C -3.179467 -0.111463 -1.232677 0.625 -0.417 -0.635
O -3.136096 0.202190 -0.013538 0.202 0.206 0.756
O -2.265048 -0.650684 -1.876792 -0.713 0.144 -0.350
H 0.486798 2.098858 -0.323486 0.230 0.222 0.157
H 2.721344 0.333449 1.170716 -0.029 0.131 -0.097
H -1.216484 1.707413 -0.005376 -0.019 -0.169 -0.162
H 0.492631 -0.521056 -1.372755 -0.397 0.217 -0.338
H -0.547265 1.757555 -1.675847 -0.319 -0.013 -0.023
H 3.229063 -1.298676 0.655360 0.203 0.118 -0.198
H 2.873211 -0.981191 2.334586 0.023 0.137 0.028
H 4.320126 -0.228936 1.632367 0.092 -0.260 -0.142
H -1.321841 -0.304026 1.156943 -0.563 -0.011 0.127
H -1.050953 -1.837181 0.140116 -0.365 0.166 -0.056
H -4.130942 0.138038 -1.757489 0.041 -0.020 0.133
```
Forces are in eV/Å.

Results
HOMO-LUMO gap = 0.17441 Ha
Lowest unoccupied orbital energy = -4.13 eV
Energy above the lowest of the compared OMol25 structures with the same formula, charge and spin = 732.1 kJ/mol
Highest occupied orbital energy = -8.874 eV

Atomic charges from the natural (NBO) analysis, expressed in e, are listed below: C -0.62; C -0.14; N 0.12; C -0.84; C -0.27; C 0.62; O -0.68; O -0.74; H 0.22; H 0.21; H 0.26; H 0.29; H 0.25; H 0.21; H 0.22; H 0.21; H 0.33; H 0.29; H 0.08

Entry 8:
ORCA calculation (ωB97M-V/def2-TZVPD) on a structure of composition C5H11NO2.

Geometry as XYZ:
```
19
Properties=species:S:1:pos:R:3:forces:R:3
C -1.751270 -1.022236 0.636555 2.480 -0.967 -0.757
C -0.620481 1.856316 -0.034407 -0.046 0.099 0.075
C 0.888886 -1.933549 -0.140765 0.492 0.089 -0.215
N 1.952935 0.841494 -0.733646 -2.529 -0.099 0.345
C 0.035746 0.557654 -0.214170 5.241 2.302 -1.406
C 0.120824 -0.685630 -0.062828 -5.619 -2.126 1.883
O 2.522994 1.589148 0.337707 0.045 0.180 -0.033
O -2.875355 -0.377201 0.139688 0.369 0.764 -0.374
H 3.205495 1.002295 0.692318 -0.294 0.079 -0.151
H -2.818128 -0.293439 -0.821085 -0.001 -0.184 0.166
H 1.825277 1.530892 -1.479506 0.156 0.101 0.252
H -1.808202 -2.091935 0.430225 0.094 -0.115 0.196
H -1.652243 -0.812945 1.697246 -0.037 0.018 -0.016
H -1.521368 1.796773 0.579005 -0.005 -0.138 -0.087
H 0.089026 2.524416 0.466696 -0.062 -0.114 -0.070
H -0.876007 2.295704 -1.003270 -0.018 -0.029 0.115
H 0.928286 -2.427486 0.834040 -0.154 0.024 -0.081
H 1.915157 -1.735054 -0.455537 -0.090 0.084 -0.003
H 0.438426 -2.615217 -0.868266 -0.020 0.032 0.160
```
Forces are in eV/Å.

Results
HOMO-LUMO gap = 0.30715 Ha
Lowest unoccupied orbital energy = 0.80 eV
Energy above the lowest of the compared OMol25 structures with the same formula, charge and spin = 685.0 kJ/mol
Highest occupied orbital energy = -7.553 eV

Atomic charges from the natural (NBO) analysis, expressed in e, are listed below: C -0.06; C -0.70; C -0.67; N -0.43; C 0.18; C 0.01; O -0.62; O -0.72; H 0.46; H 0.48; H 0.31; H 0.15; H 0.17; H 0.25; H 0.25; H 0.23; H 0.23; H 0.25; H 0.23

For the records above, the corresponding strongest force on any atom values read 4.13 1.45 0.49 1.78 1.96 3.06 2.62 6.30 eV Å⁻¹.
For the records above, the corresponding DFT total energy values read -326.95395 -327.03746 -326.99541 -326.74094 -402.25075 -402.17391 -402.09931 -402.11725 hartree.